# 1
DFT (ωB97M-V with the def2-TZVPD basis set) results for an isolated ion of composition CHN4S and charge -1 in a non-equilibrium geometry.

Calculated values
E_tot (eV): -17848.877
F_max (hartree/bohr): 0.0423
HOMO energy (Eh): -0.115
Energy relative to the best compared isomer or geometry (same formula, charge and spin) (eV): 0.0000

The geometry in ORCA input format:
```
! RIJCOSX wB97M-V def2-TZVPD def2/J DEFGRID3
* xyz -1 1
C -1.00 0.14 -0.48
N -0.33 1.28 -0.34
N -0.33 -0.91 -0.02
N 0.81 0.96 0.23
N 0.80 -0.34 0.42
S 2.04 -1.19 1.10
H -1.98 0.06 -0.91
*
```

# 2
DFT (ωB97M-V with the def2-TZVPD basis set) results for an isolated ion of composition C2H8NO and charge +1 in a non-equilibrium geometry.

Calculated values
E_tot (eV): -5733.423
F_max (hartree/bohr): 0.0629
HOMO energy (Eh): -0.547
Energy relative to the best compared isomer or geometry (same formula, charge and spin) (eV): 1.4608

The geometry in ORCA input format:
```
! RIJCOSX wB97M-V def2-TZVPD def2/J DEFGRID3
* xyz 1 1
C -0.84 0.25 -0.26
O -0.58 1.36 -0.95
C 0.41 -0.57 -0.19
N 0.93 -0.90 1.14
H -1.29 0.19 0.78
H -1.51 -0.32 -0.91
H -1.11 2.11 -0.75
H 1.25 -0.04 -0.66
H 0.18 -1.56 -0.56
H 1.07 -0.06 1.72
H 0.27 -1.61 1.49
H 1.86 -1.31 1.18
*
```

# 3
DFT (ωB97M-V with the def2-TZVPD basis set) results for C51H49FFeGeN5O5P2 as an isolated structure in a non-equilibrium geometry.

Calculated values
⟨S²⟩: 6.41
E_tot (eV): -183570.254
F_max (hartree/bohr): 0.0273
HOMO energy (alpha / beta) (Eh): -0.188 / -0.193
Energy relative to the best compared isomer or geometry (same formula, charge and spin) (eV): 0.0000

The geometry in ORCA input format:
```
! RIJCOSX wB97M-V def2-TZVPD def2/J DEFGRID3
* xyz -1 5
Fe -0.09 0.07 0.20
C 0.39 3.13 1.98
P 0.59 1.32 2.15
C 2.44 1.20 2.07
N 3.14 2.13 2.68
C 4.49 2.12 2.55
C 5.26 3.12 3.17
C 6.62 3.12 3.02
C 7.25 2.11 2.26
C 6.53 1.13 1.65
C 5.12 1.12 1.78
N 4.39 0.17 1.15
C 3.09 0.19 1.28
P 2.11 -1.07 0.31
C 3.09 -1.05 -1.24
C 2.65 -2.71 1.08
C 4.08 -3.07 0.70
C 1.70 -3.79 0.55
C 2.53 -2.63 2.60
C 0.14 1.09 3.96
C 0.66 2.24 4.83
C -1.40 1.06 4.00
C 0.69 -0.23 4.49
H -0.55 3.44 2.43
H 0.37 3.41 0.93
H 1.22 3.64 2.48
H 4.75 3.89 3.73
H 7.21 3.89 3.48
H 8.33 2.12 2.15
H 6.99 0.36 1.05
H 4.15 -1.01 -1.02
H 2.82 -0.17 -1.83
H 2.85 -1.94 -1.82
H 4.17 -3.32 -0.36
H 4.37 -3.96 1.27
H 4.79 -2.27 0.94
H 1.74 -3.86 -0.54
H 0.67 -3.59 0.86
H 2.00 -4.76 0.97
H 3.22 -1.89 3.02
H 2.79 -3.60 3.02
H 1.51 -2.39 2.89
H 0.13 3.17 4.63
H 1.72 2.41 4.68
H 0.50 1.97 5.87
H -1.83 2.02 3.69
H -1.72 0.86 5.02
H -1.80 0.28 3.36
H 1.78 -0.21 4.52
H 0.37 -1.07 3.89
H 0.33 -0.38 5.51
O -4.88 -3.11 2.66
C -3.91 -2.48 2.29
C -3.92 -1.27 1.37
O -4.90 -0.66 0.97
C -2.52 -1.00 1.12
C -1.67 -1.86 1.82
O -0.41 -1.73 1.71
C -2.46 -2.78 2.65
O -2.07 -3.57 3.48
O -1.98 -0.08 0.37
F -7.77 4.50 0.48
C -6.48 4.13 0.32
C -5.87 4.36 -0.90
C -4.55 3.97 -1.06
C -3.83 3.36 -0.01
C -2.50 2.96 -0.18
C -4.51 3.14 1.21
C -5.82 3.52 1.38
H -6.43 4.83 -1.70
H -4.06 4.13 -2.01
H -1.96 2.48 0.63
H -1.98 3.09 -1.12
H -3.99 2.63 2.01
H -6.35 3.34 2.30
C 0.58 0.27 -3.46
Ge -0.51 -0.67 -2.10
C -0.20 -2.62 -2.22
C -1.08 -3.46 -1.55
C -0.96 -4.84 -1.64
C 0.05 -5.40 -2.40
C 0.94 -4.57 -3.08
C 0.81 -3.19 -2.99
C -2.33 -0.41 -2.93
C -3.29 0.34 -2.29
C -4.52 0.67 -2.90
C -4.79 0.25 -4.17
C -3.85 -0.54 -4.87
C -4.13 -1.01 -6.18
C -3.26 -1.81 -6.85
C -2.05 -2.19 -6.23
C -1.75 -1.75 -4.97
C -2.62 -0.90 -4.25
H 0.28 -0.07 -4.45
H 1.66 0.15 -3.37
H 0.35 1.33 -3.39
H -1.88 -3.04 -0.95
H -1.66 -5.48 -1.11
H 0.16 -6.48 -2.47
H 1.73 -5.00 -3.69
H 1.50 -2.56 -3.54
H -3.12 0.69 -1.29
H -5.25 1.24 -2.34
H -5.72 0.51 -4.66
H -5.07 -0.72 -6.63
H -3.49 -2.16 -7.85
H -1.36 -2.84 -6.75
H -0.83 -2.07 -4.51
N 0.95 1.61 -0.68
C 1.94 2.13 -1.04
C 3.13 2.70 -1.41
C 3.82 3.55 -0.52
N 4.38 4.24 0.22
C 3.71 2.35 -2.66
N 4.20 2.06 -3.67
*
```

# 4
DFT (ωB97M-V with the def2-TZVPD basis set) results for a 9-piece molecular cluster, C23H44O19S4 overall in a non-equilibrium geometry.

Calculated values
E_tot (eV): -106803.631
F_max (hartree/bohr): 0.0429
HOMO energy (Eh): -0.310

The geometry in ORCA input format:
```
! RIJCOSX wB97M-V def2-TZVPD def2/J DEFGRID3
* xyz 0 1
C -2.49 4.13 -1.27
C -2.13 3.23 -2.49
O -1.39 4.08 -3.33
C -1.36 5.34 -2.85
O -0.85 6.26 -3.39
O -2.12 5.44 -1.74
H -1.77 3.85 -0.51
H -3.52 4.20 -0.96
H -3.07 2.86 -2.91
H -1.57 2.35 -2.21
C 3.38 -0.92 2.09
C 4.61 -0.60 1.23
O 5.67 -1.38 1.83
C 5.18 -2.14 2.84
O 5.83 -2.86 3.51
O 3.86 -1.90 3.01
H 2.62 -1.40 1.48
H 3.02 -0.04 2.62
H 4.97 0.42 1.16
H 4.48 -1.07 0.25
C 2.81 -4.34 -0.14
C 3.11 -5.84 -0.22
O 2.98 -6.31 1.10
C 2.62 -5.29 1.92
O 2.53 -5.39 3.08
O 2.33 -4.20 1.19
H 2.04 -4.10 -0.86
H 3.68 -3.69 -0.27
H 4.06 -6.09 -0.70
H 2.42 -6.39 -0.87
C -5.44 2.23 0.80
C -6.60 2.96 0.09
O -6.69 2.25 -1.16
C -5.61 1.46 -1.32
O -5.24 1.00 -2.36
O -4.98 1.25 -0.13
H -5.73 1.84 1.77
H -4.64 2.95 0.96
H -6.52 4.05 -0.01
H -7.56 2.78 0.58
C -1.53 1.76 4.41
C -2.31 3.06 4.37
O -3.41 2.70 3.51
C -3.60 1.34 3.64
O -4.53 0.71 3.27
O -2.58 0.81 4.32
H -0.80 1.64 5.21
H -0.92 1.55 3.53
H -1.72 3.83 3.87
H -2.57 3.50 5.34
C 0.61 -0.65 0.08
S -0.74 -0.46 1.25
O -0.19 -0.43 2.63
C -1.15 1.26 0.89
H 1.43 0.07 0.01
H 0.18 -0.63 -0.92
H 1.02 -1.66 0.19
H -1.07 1.36 -0.20
H -0.31 1.83 1.29
H -2.11 1.55 1.31
C -2.01 -3.79 -0.13
S -3.33 -4.12 1.04
O -2.77 -5.14 1.97
C -3.36 -2.49 1.84
H -1.57 -4.75 -0.43
H -1.18 -3.29 0.37
H -2.34 -3.25 -1.02
H -3.63 -1.74 1.10
H -2.49 -2.24 2.45
H -4.17 -2.57 2.57
C 3.70 -1.19 -4.32
S 3.86 -2.03 -2.72
O 2.52 -1.89 -2.07
C 3.80 -3.76 -3.32
H 4.66 -0.79 -4.63
H 2.98 -0.37 -4.33
H 3.37 -1.90 -5.08
H 2.79 -4.14 -3.31
H 4.58 -4.38 -2.88
H 4.18 -3.70 -4.35
C 3.42 3.05 -1.31
S 2.03 2.39 -2.28
O 0.86 2.43 -1.35
C 1.70 3.76 -3.40
H 4.36 2.97 -1.84
H 3.30 2.50 -0.38
H 3.17 4.09 -1.12
H 2.62 4.07 -3.91
H 1.33 4.59 -2.80
H 1.00 3.51 -4.19
*
```

# 5
DFT (ωB97M-V with the def2-TZVPD basis set) results for C11H29ClIN2OP2SV as an isolated structure in a non-equilibrium geometry.

Calculated values
⟨S²⟩: 1.14
E_tot (eV): -92601.392
F_max (hartree/bohr): 0.1024
HOMO energy (alpha / beta) (Eh): -0.657 / -0.658

The geometry in ORCA input format:
```
! RIJCOSX wB97M-V def2-TZVPD def2/J DEFGRID3
* xyz 3 2
C 3.49 1.96 -6.20
C 2.59 0.94 -5.55
H 3.69 1.64 -7.24
H 4.44 2.03 -5.65
H 3.00 2.94 -6.20
O 2.13 -0.06 -6.03
I 2.01 1.31 -3.40
V 0.22 0.17 -0.56
P -1.93 1.33 -1.01
C -3.57 0.58 -1.16
C -2.20 2.72 0.13
H -2.96 3.39 -0.31
H -2.43 2.79 -2.80
H -1.26 3.26 0.26
H -0.65 2.62 -2.58
H -3.87 0.11 -0.21
H -2.54 2.37 1.11
C -1.61 2.10 -2.60
H -4.30 1.36 -1.42
H -1.56 1.32 -3.38
H -3.57 -0.18 -1.95
P 2.00 -1.18 0.45
C 1.96 -2.91 0.99
C 3.35 -1.03 -0.73
H 2.63 0.70 1.84
H 3.49 -0.81 2.33
H 1.77 -0.54 2.77
C 2.53 -0.38 2.00
H 3.48 0.02 -1.02
H 4.27 -1.42 -0.28
H 2.97 -3.21 1.28
H 1.61 -3.56 0.17
H 3.10 -1.59 -1.64
H 1.30 -3.03 1.85
Cl 1.09 2.10 0.33
C -2.02 -2.73 4.06
N -1.34 -2.43 2.81
C -1.56 -1.33 2.09
S -1.22 -1.42 0.35
N -2.10 -0.22 2.65
C -1.71 0.26 3.98
H -2.82 -2.01 4.29
H -1.30 -2.71 4.90
H -2.49 -3.72 4.01
H -0.87 -3.18 2.29
H -2.49 0.45 2.01
H -1.13 1.19 3.87
H -2.61 0.42 4.60
H -1.05 -0.44 4.50
*
```